Entry a
The ion C5H8N3O with charge +1. Source: the OMol25 dataset; level of theory: ωB97M-V/def2-TZVPD.

Results
LUMO: -4.0 eV
Gap between HOMO and LUMO: 9.30 eV
SMILES: N[C@@]12C[C@@H]1N=COC=[NH+]2
Total charge: +1
HOMO energy: -0.490 hartree

The geometry in XYZ format:
```
17
Properties=species:S:1:pos:R:3:mulliken_charge:R:1
N -2.108 0.259 -0.745 -0.646
C -0.828 0.150 -0.064 0.613
C -0.768 -0.826 1.103 -0.695
C -0.109 -1.210 -0.161 -0.168
N 1.228 -1.504 -0.280 -0.237
C 2.221 -0.860 -0.170 0.137
O 2.188 0.826 -0.010 -0.441
C 1.209 1.678 0.105 0.259
N -0.082 1.408 0.084 -0.069
H -2.472 -0.624 -0.948 0.228
H -2.110 0.847 -1.507 0.212
H -1.651 -1.387 1.315 0.282
H -0.149 -0.707 2.021 0.251
H -0.700 -1.929 -0.761 0.280
H 3.314 -1.181 -0.293 0.386
H 1.432 2.840 0.363 0.327
H -0.612 2.220 -0.050 0.282
```

Entry b
The ion C5H8N3O with charge +1. Source: the OMol25 dataset; level of theory: ωB97M-V/def2-TZVPD.

Results
LUMO: -3.9 eV
Gap between HOMO and LUMO: 10.48 eV
SMILES: O=C[C@@H]1C=N[N+]2(CC2)N1
Total charge: +1
HOMO energy: -0.527 hartree

The geometry in XYZ format:
```
17
Properties=species:S:1:pos:R:3:mulliken_charge:R:1
O 2.421 -0.199 1.195 -0.377
C 2.406 -0.485 0.040 -0.148
C 1.212 -0.102 -0.893 -0.008
C 0.814 1.296 -0.575 -0.283
N -0.250 1.261 0.086 -0.772
N -0.791 0.011 0.098 1.078
C -1.385 -0.430 1.322 -0.303
C -2.249 0.122 0.343 -0.253
N -0.131 -0.801 -0.842 -0.623
H 3.249 -1.003 -0.476 0.349
H 1.617 -0.213 -1.906 0.403
H 1.337 2.128 -0.689 0.573
H -1.187 0.133 2.231 0.229
H -1.299 -1.478 1.426 0.258
H -2.816 -0.563 -0.246 0.303
H -2.477 1.116 0.651 0.294
H -0.471 -0.792 -1.765 0.280
```

Computed relative energies in units of eV: entry a 0.000; entry b 1.682

Entry a
A cluster of 6 separate species, C36H90N6O12 in total. Source: the OMol25 dataset; level of theory: ωB97M-V/def2-TZVPD.

Results
LUMO: 0.6 eV
Gap between HOMO and LUMO: 8.62 eV
SMILES: COCCNCCOC.COCCNCCOC.COCCNCCOC.COCCNCCOC.COCCNCCOC.COCCNCCOC
HOMO energy: -0.295 hartree

The geometry in XYZ format:
```
144
Properties=species:S:1:pos:R:3:mulliken_charge:R:1
C -2.119 1.008 -1.802 -0.836
O -2.194 -0.268 -1.313 -0.297
C -0.942 -0.876 -0.987 -0.884
C -1.231 -2.100 -0.187 -0.585
N -1.502 -1.645 1.227 -0.057
C -2.300 -2.683 1.947 -0.735
C -2.462 -2.483 3.473 -0.620
O -3.646 -1.790 3.664 -0.066
C -3.617 -0.364 3.724 -0.839
H -2.004 1.687 -0.957 0.385
H -3.100 1.317 -2.161 0.321
H -1.308 1.312 -2.463 0.213
H -0.284 -0.136 -0.530 0.541
H -0.608 -1.280 -1.943 0.457
H -0.425 -2.834 -0.195 0.284
H -2.078 -2.674 -0.565 0.469
H -1.970 -0.750 1.212 0.209
H -1.972 -3.707 1.769 0.491
H -3.321 -2.607 1.573 0.118
H -1.584 -2.038 3.941 0.521
H -2.654 -3.451 3.936 0.131
H -4.660 -0.061 3.820 0.319
H -3.273 0.097 2.798 0.143
H -2.964 -0.007 4.519 0.357
C -3.334 5.156 -0.473 -0.734
O -3.533 4.687 0.883 -0.382
C -4.802 4.074 1.173 -0.707
C -4.904 3.475 2.605 -0.513
N -5.197 4.569 3.482 -0.296
C -4.201 4.766 4.584 -0.392
C -4.597 5.898 5.428 -0.659
O -4.517 7.059 4.696 -0.315
C -4.768 8.304 5.432 -0.786
H -2.265 5.120 -0.683 0.229
H -3.472 6.237 -0.523 0.309
H -3.941 4.619 -1.202 0.320
H -4.974 3.409 0.326 0.435
H -5.409 4.959 0.986 0.362
H -3.948 2.964 2.720 0.245
H -5.723 2.759 2.664 0.389
H -5.411 5.447 3.029 0.280
H -3.188 5.020 4.270 0.238
H -4.204 3.898 5.243 0.323
H -3.847 5.965 6.217 0.396
H -5.565 5.858 5.926 0.397
H -4.402 9.260 5.059 0.263
H -4.353 8.266 6.439 0.296
H -5.838 8.510 5.436 0.300
C 0.573 3.082 -4.003 -0.881
O 1.455 3.569 -5.024 -0.362
C 1.378 5.000 -5.243 -0.651
C 2.510 5.504 -6.274 -0.579
N 3.808 5.000 -5.767 -0.247
C 4.956 5.167 -6.652 -0.484
C 6.295 4.858 -5.926 -0.760
O 6.358 3.424 -5.728 -0.249
C 7.268 2.796 -6.637 -0.793
H 0.590 2.001 -4.137 0.297
H -0.437 3.366 -4.300 0.390
H 0.765 3.213 -2.939 0.333
H 1.622 5.441 -4.276 0.363
H 0.451 5.439 -5.613 0.438
H 2.377 6.579 -6.393 0.347
H 2.259 4.934 -7.169 0.308
H 3.780 4.151 -5.220 0.259
H 5.009 6.199 -7.001 0.328
H 4.993 4.486 -7.502 0.259
H 6.477 5.373 -4.983 0.353
H 7.099 5.278 -6.529 0.453
H 7.286 1.732 -6.402 0.234
H 8.302 3.135 -6.576 0.322
H 6.930 2.938 -7.664 0.305
C 1.967 -2.686 1.110 -0.304
O 2.466 -1.389 0.873 -0.306
C 3.502 -1.326 -0.034 -0.122
C 4.099 0.090 0.178 -0.936
N 4.617 0.286 1.557 -0.482
C 4.978 1.698 1.718 -0.702
C 6.134 2.319 0.834 -0.603
O 5.570 2.517 -0.481 -0.203
C 6.369 3.154 -1.491 -0.828
H 2.695 -3.405 1.487 0.467
H 1.598 -3.126 0.183 -0.274
H 1.045 -2.756 1.688 0.264
H 3.240 -1.295 -1.091 0.118
H 4.177 -2.106 0.320 0.366
H 3.468 0.925 -0.126 0.403
H 4.826 0.225 -0.623 0.359
H 3.807 -0.061 2.049 0.265
H 5.330 1.870 2.735 0.420
H 4.095 2.294 1.485 0.403
H 7.057 1.750 0.723 0.398
H 6.319 3.329 1.201 0.411
H 6.113 2.664 -2.431 0.260
H 7.458 3.135 -1.501 0.340
H 5.969 4.165 -1.410 0.276
C -4.771 -3.866 7.834 -0.694
O -5.704 -4.177 6.794 -0.415
C -5.083 -4.035 5.523 -0.213
C -6.203 -4.298 4.444 -0.700
N -5.710 -4.019 3.101 -0.276
C -6.693 -3.890 2.107 -0.669
C -6.048 -3.502 0.745 -0.685
O -6.157 -2.068 0.703 -0.333
C -5.847 -1.282 -0.358 -0.356
H -3.760 -4.026 7.460 0.295
H -4.840 -4.421 8.770 0.284
H -4.960 -2.811 8.032 0.255
H -4.199 -4.665 5.423 0.287
H -4.692 -3.022 5.420 0.275
H -7.060 -3.681 4.712 0.306
H -6.494 -5.348 4.417 0.303
H -4.998 -3.303 3.074 0.187
H -7.325 -3.070 2.447 0.381
H -7.335 -4.749 1.916 0.418
H -6.841 -3.753 0.040 0.504
H -5.006 -3.745 0.538 0.307
H -6.165 -0.254 -0.189 0.229
H -6.127 -1.761 -1.296 0.330
H -4.760 -1.232 -0.288 -0.062
C 7.689 -6.918 -2.020 -0.731
O 6.323 -6.760 -1.761 -0.287
C 5.839 -6.551 -0.473 -0.555
C 4.252 -6.343 -0.549 -0.767
N 3.850 -5.265 -1.406 -0.133
C 2.414 -5.359 -1.789 -0.779
C 1.979 -4.074 -2.505 0.135
O 2.186 -4.113 -3.940 -0.466
C 1.513 -5.116 -4.726 -0.650
H 7.921 -7.970 -1.854 0.257
H 8.283 -6.214 -1.438 0.316
H 7.867 -6.691 -3.071 0.226
H 6.297 -5.674 -0.015 0.345
H 6.045 -7.416 0.157 0.386
H 3.964 -6.127 0.480 0.267
H 3.646 -7.202 -0.837 0.425
H 4.472 -5.221 -2.200 0.249
H 1.843 -5.625 -0.899 0.399
H 2.426 -6.293 -2.350 0.429
H 2.561 -3.222 -2.152 -0.154
H 0.943 -3.828 -2.272 0.332
H 1.944 -5.090 -5.727 0.266
H 0.519 -4.719 -4.928 0.258
H 1.609 -6.116 -4.301 0.269
```

Entry b
A cluster of 6 separate species, C36H90N6O12 in total. Source: the OMol25 dataset; level of theory: ωB97M-V/def2-TZVPD.

Results
LUMO: 0.4 eV
Gap between HOMO and LUMO: 9.05 eV
SMILES: COCCNCCOC.COCCNCCOC.COCCNCCOC.COCCNCCOC.COCCNCCOC.COCCNCCOC
HOMO energy: -0.318 hartree

The geometry in XYZ format:
```
144
Properties=species:S:1:pos:R:3:mulliken_charge:R:1
C 22.468 0.209 11.222 -0.777
O 21.750 0.601 12.377 -0.266
C 20.395 0.844 12.086 -0.852
C 19.661 1.033 13.410 0.749
N 19.236 -0.207 14.025 -0.339
C 18.772 -0.063 15.409 -0.153
C 18.052 -1.307 15.890 -0.949
O 17.072 -1.632 14.934 -0.167
C 16.340 -2.806 15.240 -0.968
H 21.856 -0.443 10.589 0.352
H 23.329 -0.424 11.441 0.270
H 22.812 1.072 10.648 0.240
H 19.857 0.078 11.517 0.461
H 20.204 1.787 11.557 0.288
H 18.840 1.733 13.192 -0.253
H 20.390 1.457 14.104 -0.154
H 18.490 -0.686 13.529 0.348
H 18.189 0.846 15.598 0.083
H 19.738 -0.042 15.929 0.327
H 17.722 -1.241 16.932 0.363
H 18.767 -2.149 15.887 0.437
H 15.842 -2.825 16.210 0.327
H 17.124 -3.581 15.212 0.389
H 15.683 -3.089 14.420 0.256
C 16.877 3.974 12.322 -0.612
O 16.144 2.830 12.657 -0.356
C 15.942 2.740 14.062 -0.429
C 15.396 1.320 14.289 -0.914
N 14.126 0.980 13.663 -0.146
C 13.740 -0.333 14.228 0.105
C 12.559 -0.954 13.475 -0.729
O 11.313 -0.584 13.975 -0.381
C 10.943 0.761 13.691 -0.583
H 17.780 4.161 12.925 0.022
H 16.325 4.902 12.518 0.414
H 17.270 3.969 11.307 0.302
H 15.182 3.475 14.347 0.477
H 16.848 2.895 14.653 0.121
H 15.320 1.206 15.374 0.414
H 16.151 0.606 13.940 0.464
H 14.280 0.883 12.666 0.228
H 13.700 -0.184 15.311 0.380
H 14.634 -0.976 14.200 -0.195
H 12.730 -2.034 13.549 0.374
H 12.694 -0.875 12.387 0.362
H 10.814 0.833 12.606 0.269
H 11.632 1.382 14.269 0.231
H 9.955 1.001 14.096 0.224
C 16.986 14.922 7.552 -0.715
O 17.173 14.650 8.926 -0.344
C 18.289 13.799 9.137 -0.589
C 19.275 14.200 10.244 -0.368
N 20.347 15.180 10.037 -0.381
C 21.366 14.725 9.084 -0.705
C 22.333 13.728 9.702 -0.620
O 21.917 12.406 9.367 -0.390
C 22.119 11.457 10.390 -0.649
H 16.176 15.606 7.319 0.261
H 16.854 13.976 7.014 0.314
H 17.887 15.334 7.079 0.290
H 18.878 13.567 8.244 0.438
H 17.828 12.881 9.520 0.286
H 19.680 13.236 10.558 -0.002
H 18.656 14.582 11.061 0.375
H 19.910 16.045 9.747 0.289
H 21.879 15.631 8.745 0.483
H 20.929 14.401 8.132 0.286
H 22.185 13.843 10.782 0.450
H 23.388 13.841 9.450 0.402
H 21.172 11.336 10.939 0.203
H 22.922 11.729 11.071 0.391
H 22.212 10.425 10.045 0.301
C 23.400 1.493 17.746 -0.521
O 24.527 1.958 17.025 -0.447
C 24.412 3.254 16.485 -0.204
C 24.578 4.320 17.575 -0.535
N 24.205 5.644 17.092 0.041
C 24.795 6.754 17.819 -0.828
C 24.750 7.971 16.905 -0.426
O 25.610 7.751 15.831 -0.320
C 25.918 8.961 15.116 -0.731
H 23.804 0.634 18.273 0.283
H 22.617 1.214 17.028 0.101
H 22.903 2.218 18.396 0.288
H 23.421 3.360 16.025 0.026
H 25.155 3.467 15.716 0.414
H 25.613 4.385 17.934 0.268
H 23.970 4.017 18.431 0.324
H 24.404 5.764 16.107 -0.039
H 25.802 6.576 18.225 0.392
H 24.253 6.984 18.747 0.358
H 25.019 8.841 17.527 0.552
H 23.712 8.197 16.623 0.156
H 26.458 9.591 15.822 0.429
H 24.981 9.407 14.780 0.177
H 26.465 8.666 14.226 0.213
C 22.854 5.866 8.706 -0.584
O 23.430 4.584 8.622 -0.257
C 24.813 4.677 8.249 -0.382
C 25.297 3.283 7.926 -0.798
N 24.629 2.672 6.761 -0.257
C 24.983 3.265 5.468 -0.470
C 26.200 2.677 4.796 -0.688
O 25.866 1.721 3.779 -0.366
C 25.317 0.542 4.300 -0.692
H 21.786 5.730 8.520 0.337
H 23.176 6.618 7.977 0.400
H 22.982 6.347 9.681 -0.015
H 25.341 5.183 9.062 0.371
H 24.959 5.340 7.391 0.343
H 25.159 2.576 8.744 0.311
H 26.365 3.286 7.685 0.333
H 23.652 2.938 6.885 0.241
H 25.154 4.341 5.625 0.274
H 24.147 3.198 4.771 0.472
H 27.091 2.420 5.375 0.376
H 26.593 3.467 4.142 0.299
H 24.334 0.656 4.774 0.256
H 25.939 0.121 5.105 0.291
H 25.259 -0.223 3.526 0.283
C 22.284 9.390 13.710 -0.886
O 23.331 8.950 12.875 -0.322
C 23.192 7.627 12.414 -0.222
C 23.236 6.539 13.496 -0.171
N 23.193 5.175 12.989 -0.281
C 22.021 4.784 12.187 -0.664
C 20.751 4.717 13.107 -0.142
O 21.144 3.987 14.256 0.203
C 20.583 4.385 15.487 -1.109
H 22.595 10.135 14.444 0.389
H 21.911 8.620 14.395 0.311
H 21.434 9.750 13.127 0.251
H 24.102 7.382 11.859 0.169
H 22.303 7.554 11.777 0.332
H 22.509 6.763 14.290 0.149
H 24.229 6.617 13.948 0.096
H 23.016 4.594 13.808 0.059
H 22.247 3.798 11.784 0.384
H 21.859 5.481 11.367 0.094
H 20.051 4.042 12.605 -0.029
H 20.322 5.712 13.225 0.427
H 21.017 5.306 15.887 0.192
H 20.504 3.544 16.172 0.306
H 19.533 4.675 15.316 0.359
```

Entry c
A cluster of 6 separate species, C36H90N6O12 in total. Source: the OMol25 dataset; level of theory: ωB97M-V/def2-TZVPD.

Results
LUMO: 0.6 eV
Gap between HOMO and LUMO: 8.92 eV
SMILES: COCCNCCOC.COCCNCCOC.COCCNCCOC.COCCNCCOC.COCCNCCOC.COCCNCCOC
HOMO energy: -0.307 hartree

The geometry in XYZ format:
```
144
Properties=species:S:1:pos:R:3:mulliken_charge:R:1
C 0.265 -4.261 1.447 -0.764
O 1.071 -3.672 0.443 -0.463
C 0.706 -2.335 0.206 0.489
C 1.920 -1.643 -0.450 -0.807
N 1.610 -0.262 -0.930 0.408
C 2.843 0.574 -0.975 -0.771
C 2.460 1.886 -1.620 -0.966
O 1.468 1.833 -2.671 0.020
C 1.969 1.354 -3.905 -0.861
H 0.654 -3.889 2.395 0.269
H 0.370 -5.341 1.339 0.397
H -0.820 -4.162 1.414 0.318
H 0.436 -1.777 1.102 -0.194
H -0.102 -2.342 -0.526 0.170
H 2.146 -2.231 -1.340 0.220
H 2.774 -1.599 0.226 0.338
H 0.900 0.184 -0.367 -0.313
H 3.508 0.052 -1.664 0.275
H 3.337 0.675 -0.009 0.463
H 3.386 2.296 -2.024 0.475
H 2.222 2.727 -0.969 0.414
H 1.211 1.695 -4.609 0.212
H 1.901 0.268 -3.974 0.273
H 2.998 1.676 -4.066 0.224
C 3.711 0.702 -12.263 -0.771
O 4.122 0.609 -10.922 -0.348
C 2.964 0.715 -10.045 -0.609
C 3.356 0.576 -8.565 -0.568
N 4.436 -0.340 -8.323 -0.357
C 5.026 -0.055 -7.013 -0.805
C 4.222 -0.515 -5.765 0.127
O 4.518 -1.815 -5.274 -0.467
C 3.929 -2.056 -4.077 -0.276
H 4.505 0.286 -12.884 0.248
H 3.616 1.757 -12.519 0.292
H 2.695 0.355 -12.452 0.326
H 2.261 -0.093 -10.252 0.362
H 2.369 1.620 -10.166 0.379
H 2.497 0.291 -7.958 0.174
H 3.627 1.575 -8.221 0.349
H 5.075 -0.105 -9.069 0.311
H 5.467 0.933 -6.873 0.412
H 5.877 -0.735 -7.006 0.472
H 3.154 -0.390 -5.941 0.204
H 4.396 0.219 -4.978 0.110
H 3.851 -1.325 -3.272 -0.153
H 4.277 -2.934 -3.533 0.397
H 2.881 -2.256 -4.296 0.376
C -1.698 2.506 -1.844 -1.001
O -1.946 1.537 -0.938 -0.066
C -2.303 0.279 -1.565 -0.736
C -3.273 -0.552 -0.583 -0.824
N -2.669 -0.619 0.843 0.260
C -3.731 -0.861 1.925 -0.643
C -4.479 0.409 2.153 -0.652
O -3.653 1.403 2.785 -0.061
C -4.408 2.401 3.566 -1.039
H -1.143 3.319 -1.376 0.256
H -2.653 2.862 -2.230 0.356
H -1.078 2.145 -2.665 0.296
H -1.589 -0.407 -2.022 0.264
H -2.897 0.514 -2.448 0.631
H -3.285 -1.591 -0.911 0.374
H -4.263 -0.109 -0.688 0.315
H -2.199 0.258 1.019 -0.148
H -3.148 -0.955 2.841 0.015
H -4.347 -1.746 1.765 0.517
H -5.276 0.059 2.809 0.463
H -4.987 0.884 1.314 0.412
H -5.354 2.537 3.042 0.353
H -3.952 3.377 3.733 0.303
H -4.817 1.971 4.481 0.345
C 3.665 7.811 -0.137 -0.632
O 4.376 8.026 -1.299 -0.352
C 3.616 8.114 -2.499 -0.692
C 3.133 6.766 -3.006 -0.332
N 2.277 6.801 -4.160 -0.412
C 1.819 5.476 -4.502 -0.084
C 2.870 4.850 -5.455 -0.836
O 2.223 3.803 -6.268 -0.233
C 1.921 4.137 -7.578 -0.805
H 3.392 6.758 -0.063 0.206
H 2.803 8.478 -0.127 0.326
H 4.305 8.084 0.702 0.246
H 4.362 8.398 -3.240 0.292
H 2.864 8.903 -2.459 0.416
H 2.604 6.283 -2.184 0.332
H 4.006 6.237 -3.389 0.179
H 1.453 7.288 -3.837 0.284
H 0.887 5.812 -4.957 0.469
H 1.568 4.682 -3.798 0.022
H 3.592 4.344 -4.814 0.211
H 3.274 5.684 -6.028 0.520
H 2.759 4.043 -8.268 0.250
H 1.546 5.160 -7.533 0.409
H 1.076 3.533 -7.911 0.224
C -7.376 -8.428 10.516 -0.697
O -6.202 -7.889 9.808 -0.283
C -6.399 -6.674 9.105 -0.495
C -5.329 -6.656 7.989 -0.539
N -5.585 -5.717 6.985 -0.265
C -4.513 -5.425 6.050 -0.620
C -3.202 -4.922 6.697 -0.515
O -2.164 -4.645 5.723 -0.249
C -1.628 -5.632 4.799 -0.745
H -8.300 -8.388 9.938 0.312
H -7.499 -7.825 11.416 0.284
H -7.106 -9.451 10.776 0.229
H -6.153 -5.777 9.674 0.268
H -7.346 -6.563 8.578 0.318
H -5.241 -7.673 7.606 0.297
H -4.355 -6.373 8.388 0.276
H -6.398 -6.100 6.524 0.250
H -4.698 -4.575 5.394 0.256
H -4.283 -6.300 5.441 0.426
H -2.770 -5.607 7.426 0.429
H -3.464 -3.993 7.203 0.241
H -2.438 -5.949 4.141 0.316
H -1.298 -6.522 5.334 0.363
H -0.718 -5.299 4.301 0.142
C -1.262 0.240 8.007 -0.751
O -0.341 -0.400 7.186 -0.390
C -0.899 -0.809 5.875 -0.208
C 0.163 -1.583 5.146 -0.366
N 0.484 -0.950 3.837 0.030
C 1.082 0.385 3.871 -0.820
C 1.197 1.061 2.473 -0.309
O -0.026 1.036 1.738 0.365
C -0.978 1.853 2.358 -1.411
H -1.513 -0.445 8.817 0.222
H -2.105 0.648 7.449 0.309
H -0.528 0.917 8.444 0.276
H -1.402 -0.038 5.291 0.279
H -1.653 -1.588 5.988 0.424
H -0.286 -2.538 4.875 -0.215
H 1.007 -1.907 5.755 0.461
H -0.294 -0.996 3.194 -0.193
H 2.116 0.212 4.170 0.545
H 0.693 1.051 4.641 0.293
H 1.924 0.487 1.899 -0.095
H 1.639 2.056 2.522 0.475
H -1.422 1.071 2.973 0.333
H -1.707 2.156 1.606 0.320
H -0.732 2.641 3.070 0.416
```

Computed relative energies in units of eV: entry a 2.810; entry b 0.000; entry c 3.003